Molecular formula: C23H23N5O3
Method: DFT, ωB97M-V with the def2-TZVPD basis set

Geometry as XYZ:
```
54
Properties=species:S:1:pos:R:3
C -4.14 -0.72 1.82
H -5.08 -0.30 2.16
H -3.83 -1.48 2.54
H -3.39 0.07 1.81
C -4.29 -1.34 0.43
C -3.00 -1.96 -0.02
C -2.82 -3.33 -0.02
C -1.61 -3.89 -0.39
C -0.55 -3.08 -0.79
C -0.73 -1.70 -0.79
C -1.94 -1.14 -0.41
H -2.06 -0.07 -0.41
H 0.08 -1.06 -1.11
C 0.79 -3.66 -1.17
N 1.85 -3.00 -0.42
C 2.59 -2.08 -1.05
O 2.58 -1.94 -2.27
C 3.38 -1.11 -0.23
N 3.95 -1.29 0.93
O 4.46 -0.10 1.32
C 4.20 0.82 0.39
C 3.52 0.24 -0.65
H 3.17 0.67 -1.55
C 4.57 2.25 0.65
O 3.84 3.14 -0.15
C 2.48 3.12 -0.11
C 1.84 3.88 -1.09
C 0.46 3.92 -1.17
C -0.30 3.19 -0.27
C 0.33 2.43 0.72
C 1.71 2.40 0.80
H 2.17 1.82 1.58
H -0.27 1.87 1.41
N -1.70 3.19 -0.33
C -2.54 4.05 -0.96
N -3.78 3.70 -0.74
C -3.67 2.60 0.03
N -2.44 2.27 0.31
H -4.52 2.06 0.39
H -2.22 4.90 -1.53
H -0.01 4.50 -1.94
H 2.45 4.44 -1.79
H 4.44 2.46 1.72
H 5.62 2.42 0.39
C 1.85 -3.28 0.99
H 1.94 -4.36 1.14
H 2.68 -2.79 1.48
H 0.90 -2.95 1.44
H 0.81 -4.73 -0.98
H 0.99 -3.48 -2.23
H -1.48 -4.96 -0.38
H -3.63 -3.98 0.29
H -5.08 -2.10 0.45
H -4.59 -0.56 -0.27
```

Results
HOMO level = -8.73 eV
LUMO level = 0.607 eV
SMILES string = CCc1ccc(CN(C)C(=O)c2cc(COc3ccc(-n4cncn4)cc3)on2)cc1
Energy relative to the best compared isomer or geometry (same formula, charge and spin) = 32.0 kcal per mole

Results of the Löwdin charge analysis, in e, for atoms 1 through 6:
1. C -0.099
2. H 0.069
3. H 0.077
4. H 0.052
5. C -0.211
6. C -0.244